{
  "formula": "C60H140N6O13",
  "method": "ωB97M-V/def2-TZVPD",
  "gap_ev": 7.97,
  "lumo_energy_ha": 0.006,
  "total_charge": 0,
  "symbols": ["C", "O", "H", "H", "H", "H", "C", "O", "H", "H", "H", "H", "C", "O", "H", "H", "H", "H", "C", "O", "H", "H", "H", "H", "C", "O", "H", "H", "H", "H", "C", "O", "H", "H", "H", "H", "O", "H", "H", "C", "C", "C", "C", "C", "C", "N", "O", "C", "C", "C", "H", "H", "H", "H", "H", "H", "H", "H", "H", "H", "H", "H", "H", "H", "H", "H", "H", "H", "H", "C", "C", "C", "C", "C", "C", "N", "O", "C", "C", "C", "H", "H", "H", "H", "H", "H", "H", "H", "H", "H", "H", "H", "H", "H", "H", "H", "H", "H", "H", "C", "C", "C", "C", "C", "C", "N", "O", "C", "C", "C", "H", "H", "H", "H", "H", "H", "H", "H", "H", "H", "H", "H", "H", "H", "H", "H", "H", "H", "H", "C", "C", "C", "C", "C", "C", "N", "O", "C", "C", "C", "H", "H", "H", "H", "H", "H", "H", "H", "H", "H", "H", "H", "H", "H", "H", "H", "H", "H", "H", "C", "C", "C", "C", "C", "C", "N", "O", "C", "C", "C", "H", "H", "H", "H", "H", "H", "H", "H", "H", "H", "H", "H", "H", "H", "H", "H", "H", "H", "H", "C", "C", "C", "C", "C", "C", "N", "O", "C", "C", "C", "H", "H", "H", "H", "H", "H", "H", "H", "H", "H", "H", "H", "H", "H", "H", "H", "H", "H", "H"],
  "positions_angstrom": [[-5.372, -22.846, -6.231], [-3.996, -22.636, -6.513], [-5.756, -21.988, -5.681], [-5.943, -23.069, -7.131], [-5.436, -23.712, -5.573], [-3.915, -22.140, -7.334], [-3.463, -20.148, -12.354], [-3.776, -21.215, -11.385], [-3.551, -19.172, -11.857], [-2.444, -20.251, -12.724], [-4.203, -20.123, -13.162], [-3.117, -21.902, -11.517], [-1.225, -23.847, -5.514], [-1.040, -25.073, -4.781], [-0.263, -23.465, -5.888], [-1.913, -23.899, -6.357], [-1.585, -23.063, -4.842], [-0.266, -25.517, -5.125], [-0.289, -21.820, -8.598], [-0.049, -21.240, -7.379], [0.552, -21.620, -9.276], [-0.316, -22.903, -8.459], [-1.227, -21.520, -9.073], [-0.496, -20.384, -7.264], [2.321, -18.935, -8.659], [2.439, -17.547, -8.608], [1.455, -19.238, -9.248], [3.169, -19.458, -9.127], [2.212, -19.366, -7.655], [3.256, -17.339, -8.133], [1.090, -16.524, -11.367], [0.524, -15.805, -12.517], [2.184, -16.566, -11.467], [0.893, -15.986, -10.425], [0.702, -17.533, -11.254], [1.190, -15.171, -12.776], [2.827, -15.069, -5.272], [3.080, -14.186, -4.959], [1.938, -15.215, -4.907], [-1.595, -18.212, -8.725], [-1.843, -18.017, -7.246], [-2.779, -19.139, -6.853], [-2.825, -19.434, -5.360], [-1.438, -19.572, -4.800], [-0.511, -18.394, -5.139], [-0.582, -18.119, -6.551], [0.280, -17.052, -6.895], [-0.907, -17.174, -4.278], [0.900, -18.838, -4.768], [-2.558, -16.701, -7.056], [-1.033, -17.427, -9.229], [-2.559, -18.305, -9.253], [-1.155, -19.197, -8.933], [-3.798, -18.860, -7.162], [-2.597, -20.026, -7.480], [-3.428, -20.327, -5.168], [-3.355, -18.610, -4.858], [-0.986, -20.499, -5.189], [-1.450, -19.729, -3.714], [-0.468, -16.316, -4.786], [-1.986, -17.081, -4.208], [-0.470, -17.250, -3.284], [1.650, -18.053, -4.937], [0.988, -19.245, -3.768], [1.198, -19.638, -5.467], [-3.274, -16.520, -7.858], [-1.833, -15.883, -7.091], [-3.095, -16.659, -6.106], [1.010, -17.471, -7.416], [-0.725, -17.490, 0.175], [0.709, -17.526, -0.268], [0.982, -16.179, -0.934], [2.418, -15.755, -1.019], [3.061, -15.851, 0.345], [2.901, -17.238, 0.985], [1.536, -17.647, 0.921], [1.339, -18.894, 1.596], [3.890, -18.188, 0.283], [3.309, -17.098, 2.438], [0.928, -18.626, -1.256], [-1.337, -17.323, -0.723], [-0.924, -16.636, 0.824], [-1.058, -18.402, 0.670], [0.581, -16.271, -1.952], [0.382, -15.396, -0.461], [2.490, -14.699, -1.303], [2.955, -16.323, -1.778], [2.712, -15.044, 1.001], [4.142, -15.670, 0.303], [4.930, -18.000, 0.541], [3.637, -19.236, 0.468], [3.805, -18.060, -0.800], [4.355, -16.793, 2.491], [2.698, -16.359, 2.963], [3.192, -18.034, 2.988], [1.890, -18.548, -1.768], [0.140, -18.663, -2.008], [0.957, -19.561, -0.696], [0.668, -18.702, 2.265], [-10.168, -20.159, -2.741], [-9.123, -19.142, -2.286], [-7.759, -19.598, -2.725], [-6.656, -18.522, -2.828], [-7.171, -17.269, -3.485], [-8.509, -16.787, -3.030], [-9.418, -17.883, -2.920], [-10.742, -17.487, -2.736], [-8.323, -16.069, -1.704], [-8.983, -15.801, -4.093], [-9.138, -19.042, -0.743], [-10.134, -20.405, -3.798], [-11.147, -19.813, -2.408], [-9.985, -21.112, -2.223], [-7.370, -20.250, -1.929], [-7.791, -20.201, -3.629], [-5.802, -18.950, -3.350], [-6.341, -18.283, -1.803], [-7.118, -17.446, -4.571], [-6.438, -16.452, -3.393], [-7.760, -16.675, -0.984], [-7.739, -15.148, -1.812], [-9.240, -15.806, -1.157], [-8.353, -14.918, -4.174], [-8.971, -16.314, -5.057], [-10.010, -15.470, -3.925], [-8.173, -18.715, -0.365], [-9.386, -20.005, -0.302], [-9.896, -18.307, -0.465], [-10.723, -16.802, -2.030], [-0.319, -12.666, -6.152], [-1.044, -12.342, -4.839], [-1.330, -13.684, -4.159], [-1.684, -13.559, -2.696], [-0.499, -12.942, -2.004], [-0.097, -11.568, -2.568], [-0.110, -11.562, -4.032], [0.122, -10.255, -4.577], [-1.161, -10.559, -1.949], [1.293, -11.167, -1.974], [-2.337, -11.602, -5.126], [-0.799, -13.501, -6.674], [0.726, -12.901, -5.988], [-0.393, -11.798, -6.820], [-2.070, -14.217, -4.766], [-0.437, -14.317, -4.259], [-1.998, -14.506, -2.242], [-2.616, -12.976, -2.670], [0.370, -13.604, -2.096], [-0.734, -12.828, -0.944], [-1.001, -9.516, -2.254], [-2.171, -10.801, -2.309], [-1.166, -10.611, -0.867], [1.890, -12.073, -1.837], [1.817, -10.479, -2.636], [1.172, -10.651, -1.028], [-2.837, -12.009, -6.021], [-2.226, -10.554, -5.447], [-3.060, -11.646, -4.313], [-0.695, -9.723, -4.424], [-0.620, -23.132, -1.422], [-1.800, -22.496, -0.710], [-1.694, -21.010, -0.933], [-2.986, -20.217, -0.728], [-4.108, -20.873, -1.511], [-4.310, -22.364, -1.209], [-3.022, -23.008, -1.290], [-3.083, -24.428, -1.459], [-4.991, -22.515, 0.167], [-5.194, -22.911, -2.295], [-1.644, -22.854, 0.779], [-0.710, -24.210, -1.496], [0.319, -22.815, -0.975], [-0.628, -22.764, -2.461], [-0.977, -20.612, -0.193], [-1.157, -20.797, -1.865], [-2.864, -19.223, -1.171], [-3.109, -20.135, 0.353], [-3.877, -20.779, -2.581], [-5.048, -20.359, -1.286], [-5.102, -23.577, 0.413], [-4.394, -22.065, 0.957], [-5.986, -22.062, 0.156], [-5.626, -23.874, -2.035], [-6.015, -22.199, -2.430], [-4.637, -22.967, -3.230], [-2.441, -22.385, 1.368], [-0.695, -22.444, 1.126], [-1.728, -23.925, 0.941], [-2.857, -24.580, -2.395], [-5.442, -13.548, -13.351], [-5.031, -13.648, -11.883], [-4.985, -15.153, -11.566], [-4.187, -15.424, -10.271], [-2.812, -14.857, -10.400], [-2.744, -13.347, -10.725], [-3.731, -13.045, -11.771], [-3.738, -11.660, -12.170], [-3.015, -12.520, -9.431], [-1.294, -13.019, -11.125], [-6.085, -12.951, -11.055], [-6.355, -14.102, -13.556], [-4.636, -13.769, -14.048], [-5.658, -12.489, -13.584], [-6.019, -15.450, -11.367], [-4.560, -15.735, -12.378], [-4.106, -16.508, -10.085], [-4.677, -15.061, -9.358], [-2.202, -15.382, -11.144], [-2.258, -14.956, -9.454], [-3.018, -11.451, -9.661], [-3.975, -12.777, -8.972], [-2.252, -12.653, -8.659], [-1.190, -11.996, -11.494], [-0.666, -13.179, -10.255], [-0.977, -13.661, -11.954], [-6.150, -11.883, -11.314], [-5.804, -12.935, -9.999], [-7.091, -13.348, -11.173], [-4.229, -11.193, -11.462]],
  "forces_ev_per_a": [[0.30, -0.12, 0.26], [0.19, -0.05, -0.22], [-0.39, 0.10, -0.14], [-0.15, 0.18, -0.01], [0.02, -0.04, 0.01], [-0.06, 0.03, 0.06], [-0.53, -0.28, 0.95], [0.39, 1.05, -0.88], [0.12, -0.36, 0.14], [-0.11, -0.01, -0.16], [0.28, -0.36, 0.02], [-0.12, -0.02, 0.00], [0.90, 0.40, 0.11], [-0.54, 0.55, -0.18], [-0.15, -0.15, 0.03], [-0.10, -0.42, 0.16], [-0.17, -0.29, 0.11], [0.08, -0.07, -0.09], [0.20, -0.71, -1.13], [-0.05, 0.82, 1.62], [-0.19, 0.05, -0.27], [-0.11, -0.05, -0.05], [-0.02, 0.08, 0.01], [0.35, -0.14, -0.21], [0.26, -1.86, 0.13], [0.33, 0.69, -0.06], [-0.19, 0.39, 0.08], [0.05, 0.41, 0.03], [-0.13, -0.01, -0.12], [-0.24, 0.15, -0.08], [0.34, 1.24, -0.21], [0.11, -1.25, 1.15], [-0.27, -0.22, 0.01], [-0.11, -0.09, -0.33], [-0.23, 0.06, -0.48], [0.12, 0.24, -0.12], [-0.26, 0.23, 0.31], [-0.14, -0.34, -0.11], [0.36, 0.06, -0.25], [-0.41, -0.60, -1.26], [-0.50, 0.25, -0.65], [-1.07, -0.65, 0.17], [-0.53, 0.21, 0.01], [0.54, -0.74, -0.05], [-0.45, -0.04, 1.70], [0.79, -1.25, -0.48], [0.34, -0.31, -0.32], [0.54, -0.22, -0.54], [0.77, -0.23, -1.31], [0.01, 1.07, 0.29], [0.17, 0.07, 0.21], [0.09, 0.35, 0.23], [0.40, 0.33, 0.17], [0.25, 0.15, -0.05], [0.35, -0.12, 0.48], [0.16, 0.01, -0.06], [0.08, -0.08, -0.07], [-0.08, 0.19, -0.05], [-0.04, 0.30, -0.08], [-0.22, 0.21, 0.21], [-0.11, 0.25, 0.08], [-0.18, 0.00, -0.04], [-0.24, 0.08, 0.35], [-0.15, 0.16, 0.08], [-0.16, 0.04, 0.22], [-0.08, -0.13, 0.02], [-0.09, 0.00, 0.09], [0.03, 0.07, 0.00], [-0.66, 0.75, 0.40], [-1.05, 0.18, -0.30], [0.50, 0.64, 0.25], [-0.67, 0.31, -0.64], [0.48, 0.63, 0.21], [0.58, -0.08, 0.23], [1.32, 0.30, 0.09], [-1.04, 0.45, 1.00], [-0.04, 0.07, -0.48], [-0.50, -0.45, -0.71], [-0.02, -0.18, 0.71], [0.50, -1.07, -0.14], [-0.10, -0.23, 0.20], [0.19, -0.08, 0.17], [0.01, -0.06, -0.10], [-0.03, 0.16, 0.15], [0.14, -0.03, 0.22], [-0.15, -0.14, -0.34], [0.11, -0.11, 0.01], [-0.44, -0.29, 0.00], [-0.06, -0.05, -0.24], [0.01, 0.04, 0.22], [0.13, 0.11, 0.25], [0.11, -0.02, 0.04], [-0.01, 0.03, 0.08], [0.01, 0.06, -0.18], [0.16, -0.01, -0.16], [-0.07, 0.16, -0.03], [-0.02, -0.08, 0.17], [-0.14, -0.19, -0.23], [0.23, 0.07, -0.10], [-0.06, -0.60, 0.92], [-0.03, -0.08, 0.50], [1.70, -0.46, 0.32], [-0.86, -0.09, 0.94], [1.92, -0.23, -1.41], [0.04, 0.95, 0.26], [-0.33, -0.57, -1.84], [-0.22, 0.90, 0.78], [0.46, 0.51, 1.33], [-0.77, -0.12, -0.48], [-0.35, 0.23, -0.29], [-0.10, 0.49, -0.19], [-0.06, -0.13, -0.39], [0.06, 0.18, 0.01], [-0.34, -0.36, -0.30], [-0.17, 0.11, -0.27], [0.12, 0.13, -0.01], [0.17, -0.07, -0.13], [-0.69, -0.05, 0.09], [-0.18, -0.06, 0.35], [-0.04, -0.05, -0.22], [-0.22, -0.04, -0.14], [-0.06, 0.05, -0.37], [0.20, -0.05, 0.20], [-0.08, 0.08, 0.02], [0.12, 0.02, 0.08], [0.04, 0.03, 0.12], [0.01, -0.01, 0.13], [-0.01, -0.16, 0.29], [-0.20, -0.55, -0.29], [-0.58, 0.52, -0.64], [0.33, -0.15, -0.26], [0.38, -0.64, -0.32], [-0.91, -0.14, -0.66], [0.17, 0.13, 0.04], [-1.15, 1.48, 1.37], [1.17, 0.23, 0.51], [-0.70, -0.46, 0.52], [-0.07, -0.14, -1.21], [-0.50, -0.34, -0.90], [-1.03, 0.30, -0.98], [-0.01, 0.01, 0.12], [0.10, -0.05, 0.12], [0.26, -0.13, 0.05], [-0.18, 0.21, 0.17], [0.08, 0.24, 0.10], [0.43, -0.12, -0.13], [0.34, 0.32, 0.45], [-0.19, -0.14, 0.02], [0.34, 0.09, 0.08], [0.29, -0.17, 0.16], [0.18, -0.09, 0.17], [0.10, 0.01, 0.16], [0.14, 0.20, 0.02], [-0.03, -0.08, -0.12], [-0.05, -0.15, 0.25], [0.14, -0.32, 0.38], [0.33, -0.18, 0.43], [0.05, 0.07, 0.10], [0.62, -0.51, -0.04], [-0.06, 0.22, -1.26], [0.35, -1.33, 0.68], [0.72, 1.31, 0.70], [0.71, -0.32, -0.90], [-0.12, -0.05, 0.47], [0.12, 0.24, 0.79], [0.27, -0.13, -1.65], [0.03, 0.56, 0.33], [-0.07, -0.41, -0.16], [-0.71, 0.13, -0.19], [-0.62, 0.70, 0.20], [0.22, -0.12, 0.38], [0.09, -0.16, 0.14], [0.12, -0.15, 0.15], [-0.10, -0.30, -0.08], [-0.67, -0.11, -0.25], [0.11, 0.10, 0.45], [-0.63, 0.11, -0.07], [-0.10, 0.09, 0.11], [-0.01, -0.06, -0.27], [0.00, 0.11, -0.07], [-0.09, 0.16, 0.03], [0.05, 0.01, 0.05], [0.11, -0.13, -0.11], [-0.08, -0.16, -0.11], [-0.02, -0.11, -0.07], [0.18, -0.02, 0.02], [0.07, -0.31, 0.19], [0.23, -0.14, -0.05], [-0.06, 0.17, 0.43], [-0.35, 1.58, -0.51], [-0.45, -0.67, -1.13], [0.10, 0.31, 1.84], [-0.37, -0.74, -0.19], [1.22, 0.69, 0.30], [-0.31, 0.51, 1.08], [1.74, 0.34, -0.68], [-0.27, -0.74, 0.98], [-0.36, -0.03, -0.04], [-0.64, -0.08, -1.01], [-0.09, 1.02, 0.86], [0.07, -0.25, -0.05], [0.04, -0.61, 0.20], [-0.11, -0.36, 0.14], [0.04, -0.18, -0.45], [0.03, 0.06, -0.18], [-0.07, 0.20, -0.24], [-0.15, 0.31, -0.32], [-0.30, -0.09, -0.12], [-0.08, -0.13, -0.15], [-0.05, -0.04, -0.02], [0.06, 0.04, -0.07], [0.09, -0.19, -0.19], [-0.10, 0.07, 0.31], [0.22, -0.01, 0.00], [0.03, -0.08, 0.24], [-0.04, -0.26, -0.21], [-0.25, -0.34, 0.07], [0.06, -0.21, -0.02], [0.34, -0.14, -0.42]],
  "mulliken_charge": [-0.60, -0.25, 0.12, 0.36, 0.25, 0.15, -0.26, -0.51, -0.08, 0.29, 0.28, 0.29, 0.00, -0.55, 0.25, 0.16, -0.16, 0.30, -1.00, -0.46, 0.31, 0.38, 0.20, 0.10, -0.44, -0.45, -0.05, 0.47, 0.24, 0.23, -0.45, -0.53, 0.40, 0.17, 0.09, 0.32, -0.64, 0.31, 0.24, -1.29, 1.87, -1.66, 0.07, -0.47, 2.98, 1.86, -0.48, -0.95, -1.89, -0.89, 0.22, 0.10, -0.33, 0.56, 0.10, 0.57, -0.11, 0.31, -1.15, 0.27, 0.30, -0.91, 0.36, -0.02, 0.24, 0.28, -0.30, 0.18, 0.23, -2.34, 2.75, 0.10, -0.62, -1.57, 1.50, 0.31, -0.51, -1.63, -2.08, -0.93, 0.04, 0.50, 0.62, -0.88, 0.40, 0.05, 0.46, 0.31, 0.53, 0.44, 0.27, 0.35, 0.42, 0.44, 0.39, 0.56, -0.43, 0.43, 0.36, -1.94, 1.92, -0.89, 0.20, -1.58, 1.62, 0.27, -0.47, -1.43, -2.00, -1.86, 0.40, 0.45, 0.40, -0.08, 0.30, -0.16, 0.28, 0.37, 0.47, 0.40, 0.43, 0.28, 0.36, 0.45, 0.38, 0.36, 0.47, 0.30, 0.38, -1.61, 2.18, -0.26, -1.11, -0.53, 1.62, 0.28, -0.45, -1.90, -1.66, -1.70, -0.10, 0.29, 0.51, 0.61, -0.58, 0.12, 0.44, -0.55, 0.80, 0.46, 0.33, 0.50, 0.13, 0.46, 0.36, 0.25, 0.48, 0.29, 0.35, -1.89, 1.56, 0.46, -1.15, 0.77, 1.46, 1.06, -0.58, -2.02, -1.59, -1.88, 0.51, 0.34, 0.17, -0.10, -0.62, 0.13, 0.55, -0.70, 0.17, 0.40, 0.34, 0.41, 0.39, 0.17, 0.24, 0.32, 0.43, 0.39, 0.31, -2.09, 1.76, -1.50, -0.28, -0.20, 1.82, 0.17, -0.48, -1.72, -1.89, -1.75, 0.41, 0.46, 0.38, 0.53, 0.34, 0.12, 0.37, 0.40, -0.43, 0.51, 0.38, 0.09, 0.44, 0.28, 0.40, 0.42, 0.32, 0.46, 0.35]
}